The following is a quantum chemistry calculation of a single H3N3O4 molecule in a non-equilibrium geometry, from OMol25.

The geometry in XYZ format:
```
10
H3N3O4, DFT ωB97M-V/def2-TZVPD
N 1.60202 -0.01559 0.08438
N 0.14343 0.07575 -0.40113
N -0.61910 1.19288 0.04737
O 0.02290 2.13767 0.37568
O -1.78501 1.02524 -0.03386
O -1.01279 -1.60361 0.68681
O -0.55537 -0.96346 -0.56736
H 2.02505 -0.59477 -0.63622
H 1.86776 0.95611 -0.03270
H -1.68889 -2.21024 0.47703
```

Properties
- SMILES: NN(OO)[N+](=O)[O-]
- Largest force on an atom: 0.0721 hartree/bohr
- Highest occupied orbital energy: -10.034 eV
- Calculated total energy: -12699.896 eV
- Energy relative to the best compared isomer or geometry (same formula, charge and spin): 8.5 kcal per mole
- Net charge: 0